# 1
# C9H14

A cluster of 2 separate species, C9H14 in total (wB97M-V/def2-TZVPD, OMol25).

The geometry in XYZ format:
```
23
Properties=species:S:1:pos:R:3:forces:R:3:nbo_charge:R:1
C 0.12188 2.07817 -1.00705 2.428 0.414 0.092 -0.646
C -1.04215 0.03029 1.89068 0.347 1.126 0.201 -0.213
C -2.40709 -0.05902 1.67727 0.027 -0.091 -0.305 -0.226
C -2.95003 0.43771 0.47354 0.078 -0.528 0.833 -0.204
C -2.11848 1.08897 -0.40730 0.035 -0.130 -0.501 -0.221
C -0.16701 0.64698 0.98663 -2.098 -0.299 -0.384 -0.202
C -0.74876 1.22599 -0.14625 0.543 0.255 -0.016 -0.019
C 1.92487 -1.18723 -0.16388 -1.242 -1.194 -0.937 -0.623
C 2.38059 -2.35703 -1.04291 2.200 0.045 -0.776 -0.623
H 0.66942 1.57190 -1.81920 -0.720 -0.078 -0.082 0.221
H -2.92965 -0.55782 2.49503 -0.522 0.334 -0.538 0.216
H 2.87706 -3.21687 -0.57374 -0.889 -0.024 0.434 0.208
H 0.99796 2.50279 -0.44866 -0.702 -0.616 0.146 0.214
H 0.89681 0.58968 1.10538 0.163 0.591 0.320 0.218
H 1.65645 -2.65214 -1.80671 -0.253 -0.251 0.622 0.210
H 1.10047 -0.79242 -0.76602 0.157 0.588 0.478 0.214
H 3.24004 -2.07659 -1.67302 -0.206 0.552 -0.029 0.204
H -2.59249 1.40591 -1.35223 0.669 0.268 0.525 0.214
H -0.30118 2.99778 -1.35436 -0.885 0.195 -0.597 0.223
H -3.99403 0.37261 0.18437 0.012 -0.234 0.415 0.214
H 1.46998 -1.53844 0.75391 -0.070 -0.134 0.209 0.208
H -0.70086 -0.10834 2.90232 0.335 -0.853 0.123 0.207
H 2.61616 -0.40289 0.09218 0.592 0.065 -0.232 0.206
```
Forces are in eV/Å.

SMILES: Cc1ccccc1.CC
energy relative to the best compared isomer or geometry (same formula, charge and spin): 1.066 eV
net charge: 0
Kohn-Sham gap: 0.364 Ha
DFT total energy: -351.29103 hartree
LUMO energy: 0.97 eV

# 2
# C27H43BF4N10SSm

A structure of composition C27H43BF4N10SSm (wB97M-V/def2-TZVPD, OMol25).

The geometry in XYZ format:
```
87
Properties=species:S:1:pos:R:3:forces:R:3:mulliken_spin:R:1
Sm 0.74426 -0.57467 1.00052 -0.987 -1.337 0.260 5.057
S 1.32098 -2.62413 -0.79300 -0.124 0.138 -0.062 -0.026
F 3.02102 -0.22284 1.74830 0.036 0.140 -0.006 -0.001
F 3.61594 1.36819 3.35438 -0.025 -0.097 0.046 0.000
F 2.93564 1.99281 1.23672 0.182 0.096 0.228 0.000
F 1.41608 1.03202 2.67869 0.214 0.155 0.076 0.000
N -1.68533 -0.74318 -3.02097 -0.051 -0.002 -0.090 0.000
N -1.40832 -0.08341 -0.83408 -0.110 -0.322 0.265 -0.003
N 3.20302 -4.18090 0.21448 0.122 -0.054 -0.053 -0.001
N -0.50493 -0.71048 3.38672 0.143 -0.154 0.020 -0.003
N 0.87597 3.26057 -1.89839 -0.084 0.120 0.179 0.000
N -0.93430 -2.67535 1.48036 -0.043 0.125 -0.040 -0.005
N 2.31797 1.47248 -2.02514 0.070 0.117 0.048 -0.001
N -3.47937 0.29790 -1.99620 -0.018 0.025 0.141 0.000
N 0.67430 1.43680 -0.39270 0.261 0.242 0.013 -0.016
N 2.08587 -2.71592 1.72111 0.150 -0.091 -0.385 -0.003
C 1.81207 4.36466 -2.04180 -0.032 -0.021 -0.023 0.000
C 3.92115 -4.03713 2.46960 0.017 -0.065 -0.053 0.000
C -0.85298 -2.07255 3.83101 -0.120 -0.040 -0.220 0.002
C 5.01954 -5.63293 0.83300 -0.016 0.005 -0.001 0.000
C -0.52585 3.62225 -1.97844 0.076 -0.085 0.001 0.000
C -1.33851 1.52652 1.00655 0.066 -0.009 -0.073 0.016
C -2.00196 2.10149 2.13123 0.112 -0.046 -0.034 0.001
C -0.37292 -1.36227 -3.04211 -0.074 -0.047 0.059 0.000
C -3.87456 1.61314 -1.53008 0.079 -0.053 0.010 0.000
C 4.01364 -4.58684 1.18655 -0.168 0.134 0.050 0.000
C -1.51116 3.29706 2.69557 0.013 0.010 0.031 0.003
C 0.29019 3.32056 1.10455 0.031 -0.083 -0.055 0.004
C 2.72874 1.87556 -3.36055 -0.011 -0.016 -0.052 0.000
C -1.94698 0.38682 0.36890 -0.501 0.130 -0.212 -0.024
C -3.15530 1.47417 2.66251 -0.056 -0.037 0.043 0.001
C 1.28744 2.05860 -1.37302 -0.100 -0.252 -0.232 0.001
C -4.57765 -0.62962 -2.19356 0.022 0.050 -0.019 0.000
C -2.17582 -0.18685 -1.88737 0.131 0.027 -0.069 0.005
C -0.40576 3.90419 2.16989 -0.076 0.029 0.056 -0.001
C -2.40818 -0.74418 -4.28395 -0.006 -0.007 0.030 0.000
C 3.08568 0.36092 -1.49969 0.041 0.071 -0.054 0.001
C -3.64993 0.33212 2.09890 -0.067 0.056 0.052 -0.001
C -1.68502 -2.73325 2.74371 0.190 0.129 0.147 -0.001
C -0.12956 2.14025 0.52837 -0.116 0.480 -0.093 -0.026
C 2.92650 -3.11500 2.68212 -0.096 0.054 0.197 0.001
C -3.05380 -0.20312 0.94571 0.196 0.056 -0.079 0.003
C 2.29783 -3.24128 0.48582 0.165 -0.139 0.459 0.004
B 2.82671 1.11610 2.29678 0.172 0.286 -0.194 0.001
H -5.22595 -0.30277 -3.01117 0.007 -0.033 -0.022 0.000
H -4.46992 2.09689 -2.30969 0.016 0.029 0.020 0.000
H -1.69961 -0.56931 -5.09261 0.008 0.000 0.009 0.000
H 5.38410 -6.15931 1.71280 0.009 0.009 -0.004 0.000
H 5.86761 -5.16134 0.33274 0.008 -0.007 0.005 0.000
H 2.98283 -0.51480 -2.14080 -0.051 -0.003 0.005 0.000
H -3.00217 2.23262 -1.33456 -0.039 -0.038 0.019 0.000
H 2.77673 -2.67979 3.66478 0.037 0.061 -0.020 0.000
H -0.42160 -2.43291 -2.83232 -0.018 0.026 -0.035 0.000
H -1.13657 2.72224 -1.93773 0.060 0.015 -0.018 0.000
H -0.83717 4.30033 -1.17898 0.008 0.008 0.035 0.000
H -0.22607 -3.40180 1.48954 0.089 0.014 -0.121 0.000
H -3.15155 0.04566 -4.29877 -0.015 0.006 0.009 0.000
H 1.83602 4.73617 -3.06910 0.025 0.006 0.003 0.000
H 0.07288 -2.63194 3.97765 0.006 0.000 0.031 0.000
H 1.94796 2.45483 -3.84343 0.008 -0.003 0.013 0.000
H -3.48564 -1.07123 0.46238 -0.009 0.000 0.001 0.000
H -1.35373 -0.14792 3.37551 -0.003 0.068 -0.097 0.001
H 0.09909 -0.27140 4.07410 0.058 0.080 -0.055 0.001
H -3.63902 1.92293 3.52131 0.002 -0.009 -0.005 0.000
H -4.52846 -0.14616 2.51492 0.006 0.015 0.006 0.000
H 4.57460 -6.33546 0.13135 0.031 -0.020 0.003 0.000
H -1.93415 -3.75534 3.03741 -0.047 0.000 -0.017 0.000
H -2.61300 -2.17473 2.62666 -0.033 -0.055 -0.033 0.000
H -1.40890 -2.07613 4.77154 0.045 -0.007 0.033 0.000
H -0.03693 4.82475 2.60317 0.017 -0.010 -0.009 0.000
H 4.14269 0.63034 -1.44007 -0.020 0.018 0.058 0.000
H 4.59555 -4.33313 3.25955 -0.048 -0.003 0.030 0.000
H 3.65240 2.45943 -3.33982 -0.017 0.001 -0.008 0.000
H -5.19114 -0.69127 -1.28641 0.021 -0.022 0.004 0.000
H -2.90128 -1.70244 -4.46911 0.004 0.015 -0.010 0.000
H 2.91127 0.97698 -3.95186 0.005 -0.002 0.015 0.000
H 0.06552 -1.22405 -4.02916 0.009 0.015 0.000 0.000
H 0.26181 -0.89643 -2.29433 -0.017 0.062 -0.122 0.001
H -2.02533 3.71873 3.55001 0.003 0.014 -0.016 0.000
H 1.21993 3.76530 0.77678 -0.002 -0.038 -0.030 0.000
H 2.81208 4.05379 -1.74928 0.001 -0.002 -0.017 0.000
H -4.47905 1.57366 -0.61933 0.015 -0.038 0.064 0.000
H -1.53297 -2.88998 0.69134 0.002 0.036 -0.070 0.001
H -0.69894 4.11510 -2.93795 -0.026 -0.011 0.006 0.000
H 2.75063 0.09865 -0.50844 0.221 0.090 0.035 0.007
H -4.20390 -1.62587 -2.42141 0.004 0.004 -0.022 0.000
H 1.50703 5.18784 -1.38818 0.012 -0.011 0.012 0.000
```
Forces are in eV/Å.

energy relative to the best compared isomer or geometry (same formula, charge and spin): 0.000 eV
net charge: +1
Kohn-Sham gap (spin up / spin down): 0.275 / 0.288 Ha
DFT total energy: -3082.89550 hartree
LUMO energy (spin up / spin down): -2.75 / -2.40 eV
2S+1: 6

# 3
# C6H18FN4O8P

A cluster of 3 separate species, C6H18FN4O8P in total (wB97M-V/def2-TZVPD, OMol25).

The geometry in XYZ format:
```
38
Properties=species:S:1:pos:R:3:forces:R:3:nbo_charge:R:1
P -1.64237 -3.37793 -0.38815 -2.538 -7.766 -2.794 2.312
F 0.56595 -3.83687 0.79868 2.931 -1.996 -1.067 -0.081
O -3.26825 -2.73467 -0.08303 3.427 -0.637 -1.386 -0.753
O 1.89386 0.55210 0.13003 -0.179 -0.127 -0.126 -0.674
O -1.86523 -4.96756 -0.54232 1.143 6.345 0.489 -1.049
O 4.64885 3.63259 0.95419 0.098 -0.230 -0.004 -0.691
O -0.97622 -2.83769 -1.90337 -1.019 1.068 4.344 -0.734
O -4.86559 -0.74314 -0.56694 -2.190 -0.509 0.054 -0.739
O -0.56548 -3.18740 0.98130 -4.904 3.443 -0.394 -0.357
O -0.80602 1.02104 -1.30971 -2.125 -1.242 1.095 -0.708
N 3.70257 0.69297 1.46612 0.876 0.742 0.057 -0.850
N 3.97364 5.62010 0.13545 -0.081 0.501 -1.296 -0.838
N 2.25748 -1.03487 1.68752 -0.840 -1.405 0.470 -0.849
N 4.01024 5.26448 2.37040 -0.062 0.082 1.471 -0.839
C -0.39292 -1.49022 -1.81452 1.499 2.616 -0.925 -0.136
C -5.39229 -1.97592 -1.21378 0.014 -0.156 1.085 -0.095
C -1.35660 -0.35936 -1.11821 -0.875 0.204 -0.169 -0.116
C 2.57448 0.09893 1.03666 0.024 0.509 -0.415 0.762
C 4.23722 4.76665 1.14146 0.113 -0.488 -0.160 0.774
C -4.15365 -3.07820 -1.24377 -0.595 -0.329 -0.834 -0.118
H -5.59177 -0.37195 0.03469 1.573 -0.939 -1.457 0.479
H 2.80532 -1.42358 2.43638 -0.106 0.076 -0.170 0.385
H -1.50436 -0.48686 0.03856 0.374 -0.260 -2.073 0.180
H 4.19601 4.65447 3.15585 -0.099 0.271 -0.300 0.409
H 3.97716 1.54928 1.00279 0.054 0.002 0.222 0.439
H 3.67147 6.19556 2.54457 0.065 -0.193 -0.048 0.388
H -4.54710 -4.18965 -1.09934 0.838 2.486 -0.257 0.227
H 4.13102 5.28488 -0.80592 -0.097 0.141 0.351 0.413
H 1.41553 -1.51362 1.39516 0.335 0.136 0.191 0.403
H -2.43348 -0.41925 -1.62850 2.269 -0.019 1.119 0.190
H 0.68560 -1.49745 -1.31106 -2.435 -0.094 -0.885 0.222
H -1.44423 1.58889 -0.76177 1.520 -1.165 -1.250 0.469
H -6.23717 -2.38158 -0.49389 1.604 0.579 -1.775 0.181
H -3.56740 -3.04070 -2.26959 -1.125 0.087 2.207 0.213
H -0.22421 -1.13046 -2.93984 -0.442 -0.901 2.486 0.218
H 4.27620 0.33508 2.21110 -0.139 0.060 -0.170 0.380
H 3.63415 6.55757 0.26977 0.065 -0.205 -0.017 0.388
H -5.82240 -1.73567 -2.29699 1.035 -0.688 2.329 0.194
```
Forces are in eV/Å.

SMILES: O=P(OF)(OCCO)OCCO.NC(N)=O.NC(N)=O
net charge: 0
Kohn-Sham gap: 0.328 Ha
DFT total energy: -1501.43469 hartree
LUMO energy: -0.52 eV

# 4
# C20H30O23S2Ti2

A structure of composition C20H30O23S2Ti2 (wB97M-V/def2-TZVPD, OMol25).

The geometry in XYZ format:
```
77
Properties=species:S:1:pos:R:3:forces:R:3:mulliken_spin:R:1
Ti -4.15402 -1.07465 -2.63216 1.111 0.596 0.901 3.031
Ti 1.39047 2.36557 2.38332 -1.251 -0.832 -1.263 3.054
S -1.11020 0.58923 -0.19117 -2.007 0.940 0.875 -0.028
S 1.20422 -3.73139 -8.36610 2.489 0.196 1.714 0.000
O -5.34681 9.68956 -0.58253 2.940 -2.437 1.032 0.000
O 3.07688 3.64716 -4.53841 -2.166 -2.890 -0.350 0.000
O -0.10266 -0.07931 0.62213 2.570 -0.270 1.284 -0.020
O -4.46113 7.83970 0.32193 -0.641 -4.679 1.372 0.000
O -1.01241 2.07136 0.00963 0.982 0.122 0.091 -0.014
O -3.88662 -4.60240 4.06896 -3.071 2.142 0.716 0.000
O -6.55384 3.61975 5.24814 -0.633 3.071 0.655 0.000
O -1.81194 -4.80828 3.81127 4.373 0.958 0.053 0.000
O 3.18277 -7.19998 -2.09447 0.030 2.539 0.530 0.000
O -3.15759 -6.36400 2.88740 0.809 2.933 2.065 0.000
O 3.90851 5.16451 -5.88019 0.642 -0.641 2.450 0.000
O 3.32895 -4.88961 -2.21872 0.239 0.672 -0.556 0.000
O 2.54379 -3.48448 -9.04427 -1.752 -0.572 0.350 0.000
O 4.39067 5.03152 -3.65768 2.401 2.274 2.526 0.000
O 4.69156 -4.25072 3.64176 3.135 -3.157 0.147 0.000
O -1.04047 0.19501 -1.59029 0.434 -0.182 -1.984 -0.019
O 6.79414 -4.99811 2.91004 -1.978 1.301 2.136 0.000
O -5.74171 5.77782 4.92897 1.181 -6.046 0.064 0.000
O -3.16729 9.16186 -0.68855 1.024 2.604 -2.209 0.000
O 1.76156 -5.82744 -1.00480 -1.041 -1.101 -0.189 0.000
O 6.26591 -2.83587 2.87848 -0.646 -0.119 1.788 0.000
O -4.47641 3.81526 4.50823 -0.426 -0.589 0.720 0.001
O -2.42105 0.14113 0.30239 -1.780 -0.406 0.230 -0.012
C 1.31159 -2.50841 -6.93487 -2.062 1.083 -1.693 -0.001
C 5.32301 -2.04855 3.62790 -0.718 -0.444 -0.336 -0.004
C -6.07459 2.35736 5.29076 -0.481 -3.055 0.726 0.000
C -4.39068 8.92186 -0.31720 -4.247 5.199 -2.462 0.000
C -2.95399 -5.32285 3.54246 -1.213 -5.048 -2.955 0.000
C -3.39158 -3.26266 4.16746 0.222 0.602 1.564 0.000
C -5.57146 4.51752 4.92488 -0.788 3.880 -0.562 0.000
C 3.84040 4.64887 -4.76840 -0.192 2.339 -4.239 0.001
C 4.12253 4.13339 -2.55142 0.255 -0.293 -1.484 -0.002
C 2.83300 -6.07596 -1.79989 -0.593 -1.624 -0.390 0.000
C 6.03102 -4.12353 3.27517 0.764 -1.664 -4.078 0.000
C 1.51445 -5.16459 -7.21787 0.385 -0.364 -0.582 0.000
C -1.91781 -3.51275 4.43602 -0.674 -0.144 -0.862 -0.001
C 1.19548 -4.56727 -1.31670 1.622 1.307 0.324 0.000
C 3.00659 3.41314 -3.17415 -2.353 -2.173 1.429 0.003
C 4.10531 -3.05276 3.73205 -0.707 3.549 -0.016 0.002
C -4.86416 2.35340 4.47220 0.291 1.606 -1.549 -0.001
C -3.19087 7.14808 0.28771 0.923 0.273 1.739 0.001
C 2.51776 -3.83408 -1.67634 -1.789 0.102 1.749 0.000
C -2.27783 8.17478 -0.34325 0.622 -0.432 0.971 0.000
H 2.85444 -3.49300 -0.69735 0.936 -0.255 -0.065 0.000
H -1.63786 8.62628 0.41483 0.618 -0.305 -0.288 0.000
H 0.73715 -5.43713 -6.50400 -0.094 0.974 0.278 0.000
H 5.76235 -1.83361 4.60200 -0.117 0.314 -0.013 -0.001
H -3.64763 -2.66188 3.29476 0.215 -0.295 -0.176 0.001
H 0.77489 -4.13965 -0.40656 -0.130 -0.131 -0.148 0.000
H 0.79044 -1.68996 -7.43150 0.215 0.561 -0.367 0.000
H 2.29946 -2.89954 -2.19312 0.725 -0.570 -1.153 0.000
H 2.08728 3.76128 -2.70323 -0.511 0.290 -0.741 0.000
H 4.95144 3.43148 -2.46019 0.410 0.674 0.640 -0.001
H -1.30855 -2.73598 3.97391 0.317 -0.512 -0.261 0.001
H 5.12147 -1.17020 3.01471 -0.093 0.051 0.433 0.005
H -4.13441 1.65537 4.88248 0.448 0.585 -0.552 0.001
H 3.48320 -3.01502 4.62629 0.359 0.348 0.288 -0.001
H 0.56932 -2.60434 -6.14246 0.607 -0.906 0.513 0.002
H 3.42093 -2.86125 2.90559 -0.003 -0.196 -0.359 -0.001
H -6.83952 1.68000 4.91107 -0.027 0.010 -0.241 0.000
H 2.46863 -4.83193 -6.80925 -0.178 -0.312 0.509 0.000
H -1.74665 7.76687 -1.20321 0.110 0.373 0.026 0.000
H -3.71804 -2.74180 5.06758 -0.945 -0.277 -0.162 0.000
H 2.97932 2.34388 -2.96425 0.285 -0.101 -0.262 -0.001
H -3.02168 6.19426 -0.21201 -1.457 -0.119 -0.077 0.000
H -5.18109 2.19932 3.44074 0.849 -0.353 -0.155 0.000
H 2.28270 -2.06324 -6.71842 0.200 -0.994 0.146 0.000
H -2.94826 7.05681 1.34644 0.084 -0.516 -0.109 0.000
H 0.46874 -4.49575 -2.12592 -0.049 -0.862 -0.092 0.001
H -1.68551 -3.56930 5.49947 -0.022 -0.306 -0.070 0.000
H 3.68916 4.59684 -1.66512 1.173 0.484 0.009 0.003
H -5.80671 1.91137 6.24859 -0.368 0.890 0.856 0.000
H 1.67154 -6.13838 -7.68171 0.208 0.331 -0.853 0.000
```
Forces are in eV/Å.

energy relative to the best compared isomer or geometry (same formula, charge and spin): 11.168 eV
net charge: 0
Kohn-Sham gap (spin up / spin down): 0.193 / 0.207 Ha
DFT total energy: -5005.39386 hartree
LUMO energy (spin up / spin down): -2.56 / -2.20 eV
2S+1: 7